No. 1
An isolated ion of composition C5H15N2 and charge +1 in a non-equilibrium geometry, computed with ωB97M-V/def2-TZVPD.

Element x y z (Å)
C  -0.3981  -2.5148  0.7501
C  -0.2736  -1.2613  -0.0890
N  -1.6273  -0.6537  -0.4804
C  0.4397  -0.0503  0.5894
N  0.4037  1.0831  -0.2953
C  -0.0681  2.3128  0.3158
C  1.6254  1.2973  -1.1007
H  0.1391  -2.5119  1.7101
H  -1.4012  -2.7615  1.1263
H  0.0845  -3.3443  0.2433
H  0.2461  -1.3866  -1.0368
H  -1.3666  0.1578  -1.0630
H  -2.0192  -1.3329  -1.1338
H  -2.2572  -0.3689  0.2636
H  0.1520  0.0864  1.6396
H  1.4036  -0.4721  0.9248
H  0.5003  2.7888  1.1280
H  -0.4191  3.0188  -0.4233
H  -1.0180  2.0732  0.8201
H  1.3002  1.9073  -1.9337
H  2.0548  0.3491  -1.4548
H  2.4991  1.5837  -0.5003

* ΔE to the lowest compared entry with this formula, charge and spin: 36.6 kcal/mol
* SMILES string: C[C@@H]([NH3+])CN(C)C
* gap between HOMO and LUMO: 9.82 eV
* charge: +1


No. 2
One molecule with the formula C3H9NO in a non-equilibrium geometry, computed with ωB97M-V/def2-TZVPD.

Element x y z (Å)
C  0.9995  0.9037  -0.9244
C  0.5149  -0.3916  -0.1427
O  -0.4637  -1.0172  -0.9945
C  -0.1127  -0.1415  1.2438
N  -1.5930  -0.2955  1.1709
H  1.0835  0.7763  -2.0364
H  0.2176  1.6584  -0.5858
H  1.9844  1.3170  -0.5391
H  1.2755  -1.2876  -0.2244
H  -0.3897  -0.7775  -1.8945
H  0.0937  -0.7145  2.0092
H  0.2093  0.8723  1.5657
H  -1.9839  -1.2071  0.9539
H  -1.8355  0.3050  0.3984

* ΔE to the lowest compared entry with this formula, charge and spin: 49.8 kcal/mol
* SMILES string: C[C@H](O)CN
* gap between HOMO and LUMO: 10.03 eV
* charge: 0


No. 3
C26H43N7O6PPt as an isolated structure, computed with ωB97M-V/def2-TZVPD.

Element x y z (Å)
Pt  0.3339  0.8519  1.1970
O  -6.0429  0.9118  4.2584
C  -4.9327  0.6780  5.0833
C  -3.6965  0.7151  4.2323
C  -2.4281  0.6662  4.8024
C  -1.3149  0.6906  3.9890
N  -1.4036  0.7641  2.6598
C  -2.6208  0.8339  2.0952
C  -3.7809  0.8045  2.8484
C  -2.6315  1.0049  0.6248
C  -3.7925  1.0619  -0.1250
C  -3.7231  1.3273  -1.4883
C  -4.9780  1.4439  -2.3065
O  -6.0492  0.9568  -1.5454
C  -2.4671  1.5110  -2.0609
C  -1.3437  1.4168  -1.2730
N  -1.4268  1.1611  0.0426
H  -6.8490  0.8903  4.7821
H  -4.9794  -0.3071  5.5663
H  -4.8351  1.4306  5.8749
H  -2.2970  0.6154  5.8753
H  -0.3270  0.6569  4.4228
H  -4.7545  0.8702  2.3881
H  -4.7592  0.9133  0.3301
H  -4.8472  0.8908  -3.2446
H  -5.1071  2.5042  -2.5648
H  -6.8693  1.0350  -2.0427
H  -2.3578  1.7298  -3.1145
H  -0.3503  1.5197  -1.6830
C  -0.3094  -1.8647  -4.8597
N  0.1715  -2.5742  -3.6960
C  -0.1491  -3.9794  -3.6273
P  1.3588  -1.7722  -2.6432
O  0.9366  -0.3669  -2.5804
N  1.3584  -2.6512  -1.2841
C  0.2027  -2.5084  -0.3966
C  2.5396  -3.2749  -0.6692
N  2.6862  -2.1036  -3.5436
C  3.2941  -1.0462  -4.3637
C  3.1413  -3.4532  -3.8791
H  0.0906  -2.3419  -5.7606
H  -0.0231  -0.8200  -4.8074
H  -1.3979  -1.9623  -4.8962
H  0.2610  -4.4911  -4.5048
H  -1.2369  -4.0894  -3.6753
H  0.2305  -4.4174  -2.7097
H  -0.7423  -2.6240  -0.9272
H  0.2235  -1.5314  0.1174
H  0.2673  -3.2709  0.3773
H  3.4256  -3.1136  -1.2769
H  2.3722  -4.3449  -0.5429
H  2.7058  -2.8261  0.3082
H  2.7815  -0.1031  -4.1975
H  3.2345  -1.3208  -5.4179
H  4.3444  -0.9431  -4.0893
H  2.6923  -4.1969  -3.2252
H  4.2245  -3.5071  -3.7669
H  2.8913  -3.6828  -4.9180
C  1.7161  6.0486  -0.6367
C  1.2768  5.4486  0.7043
C  0.9743  4.0285  0.5944
N  0.7293  2.9129  0.4748
H  1.9328  7.1036  -0.4875
H  0.9289  5.9633  -1.3826
H  2.6166  5.5649  -1.0092
H  0.3762  5.9320  1.0907
H  2.0501  5.5464  1.4700
O  1.5549  1.7218  2.9444
C  1.8610  0.5499  3.3030
C  2.7026  0.0968  4.4488
C  2.6156  -1.4285  4.3094
C  1.7935  -1.6914  3.0507
O  1.5404  -2.7346  2.5275
N  1.3637  -0.4288  2.5603
H  2.2987  0.4847  5.3844
H  3.7120  0.4987  4.3548
H  2.1113  -1.9046  5.1507
H  3.5842  -1.9152  4.2014
C  3.8290  0.5057  0.6863
O  2.5086  0.6140  0.1215
H  4.1539  1.4535  1.1142
H  4.5268  0.1825  -0.0860
H  3.7906  -0.2572  1.4583
H  2.5073  1.3368  -0.5161

* ΔE to the lowest compared entry with this formula, charge and spin: 24.9 kcal/mol
* expectation value of S²: 6.016
* spin multiplicity: 5
* gap between HOMO and LUMO (spin up / spin down): 8.84 / 5.95 eV
* charge: +3


No. 4
C34H30O6PS6SbSiZr as an isolated structure, computed with ωB97M-V/def2-TZVPD.

Element x y z (Å)
Zr  1.2831  0.7714  -1.4617
O  0.7671  3.7094  -4.4333
C  0.9275  2.4469  -3.9063
O  1.1318  2.4382  -2.5884
C  -0.2934  1.5892  -4.2290
O  -0.1929  0.4173  -3.4188
C  -0.0491  -0.8343  -4.0761
C  0.9996  -1.6804  -3.3608
O  1.2962  -2.7652  -3.8182
O  1.4963  -1.1367  -2.2957
H  1.4562  4.2488  -3.9814
H  -1.1879  2.1354  -3.9216
H  -0.3590  1.3260  -5.2850
H  -1.0034  -1.3669  -4.0568
H  0.2739  -0.6967  -5.1080
S  3.5626  0.9893  -3.1521
Sb  4.3153  3.0156  -1.7219
S  2.9260  1.9656  0.0285
S  2.4658  1.6347  -4.7744
S  3.3266  4.8587  -2.6329
O  -0.5063  1.2782  -0.7157
Si  -1.8210  1.5397  0.1833
C  -1.4864  1.4453  2.0183
C  -2.4697  1.0752  2.9351
C  -2.2003  1.0336  4.2974
C  -0.9347  1.3566  4.7611
C  0.0580  1.7243  3.8622
C  -0.2176  1.7712  2.5048
C  -3.2041  0.3339  -0.2314
C  -4.2961  0.7045  -1.0179
C  -5.2904  -0.2089  -1.3498
C  -5.2042  -1.5175  -0.8979
C  -4.1242  -1.9070  -0.1155
C  -3.1365  -0.9907  0.2162
C  -2.3864  3.2864  -0.2490
C  -1.6122  4.0555  -1.1204
C  -1.9823  5.3535  -1.4551
C  -3.1368  5.9063  -0.9210
C  -3.9150  5.1614  -0.0422
C  -3.5373  3.8683  0.2893
H  -3.4553  0.7874  2.5830
H  -2.9711  0.7218  4.9927
H  -0.7126  1.2987  5.8202
H  1.0563  1.9526  4.2151
H  0.5760  2.0338  1.8131
H  -4.3713  1.7235  -1.3826
H  -6.1278  0.1021  -1.9643
H  -5.9739  -2.2352  -1.1582
H  -4.0440  -2.9290  0.2349
H  -2.2919  -1.3096  0.8181
H  -0.6932  3.6426  -1.5225
H  -1.3565  5.9287  -2.1269
H  -3.4259  6.9189  -1.1790
H  -4.8124  5.5915  0.3883
H  -4.1497  3.3020  0.9855
S  0.6140  -2.1938  3.9053
P  1.4853  -2.2755  2.1421
S  0.7970  -1.0882  0.6809
C  1.3870  -3.9675  1.4304
C  0.9676  -5.0500  2.1900
C  0.9055  -6.3203  1.6258
C  1.2641  -6.5109  0.3003
C  1.6800  -5.4269  -0.4665
C  1.7377  -4.1618  0.0938
C  3.2925  -2.0674  2.3129
C  4.0938  -3.1255  2.7358
C  5.4589  -2.9469  2.9004
C  6.0351  -1.7073  2.6469
C  5.2385  -0.6509  2.2305
C  3.8722  -0.8310  2.0667
H  0.6820  -4.8777  3.2213
H  0.5688  -7.1587  2.2249
H  1.2079  -7.4992  -0.1414
H  1.9409  -5.5586  -1.5093
H  2.0214  -3.3109  -0.5156
H  3.6515  -4.0953  2.9318
H  6.0766  -3.7785  3.2197
H  7.1037  -1.5702  2.7658
H  5.6727  0.3176  2.0135
H  3.2600  -0.0103  1.7186

* ΔE to the lowest compared entry with this formula, charge and spin: 0.0 kcal/mol
* gap between HOMO and LUMO: 6.81 eV
* charge: -2


Repeat the fourth record exactly.
C34H30O6PS6SbSiZr as an isolated structure, computed with ωB97M-V/def2-TZVPD.

Element x y z (Å)
Zr  1.2831  0.7714  -1.4617
O  0.7671  3.7094  -4.4333
C  0.9275  2.4469  -3.9063
O  1.1318  2.4382  -2.5884
C  -0.2934  1.5892  -4.2290
O  -0.1929  0.4173  -3.4188
C  -0.0491  -0.8343  -4.0761
C  0.9996  -1.6804  -3.3608
O  1.2962  -2.7652  -3.8182
O  1.4963  -1.1367  -2.2957
H  1.4562  4.2488  -3.9814
H  -1.1879  2.1354  -3.9216
H  -0.3590  1.3260  -5.2850
H  -1.0034  -1.3669  -4.0568
H  0.2739  -0.6967  -5.1080
S  3.5626  0.9893  -3.1521
Sb  4.3153  3.0156  -1.7219
S  2.9260  1.9656  0.0285
S  2.4658  1.6347  -4.7744
S  3.3266  4.8587  -2.6329
O  -0.5063  1.2782  -0.7157
Si  -1.8210  1.5397  0.1833
C  -1.4864  1.4453  2.0183
C  -2.4697  1.0752  2.9351
C  -2.2003  1.0336  4.2974
C  -0.9347  1.3566  4.7611
C  0.0580  1.7243  3.8622
C  -0.2176  1.7712  2.5048
C  -3.2041  0.3339  -0.2314
C  -4.2961  0.7045  -1.0179
C  -5.2904  -0.2089  -1.3498
C  -5.2042  -1.5175  -0.8979
C  -4.1242  -1.9070  -0.1155
C  -3.1365  -0.9907  0.2162
C  -2.3864  3.2864  -0.2490
C  -1.6122  4.0555  -1.1204
C  -1.9823  5.3535  -1.4551
C  -3.1368  5.9063  -0.9210
C  -3.9150  5.1614  -0.0422
C  -3.5373  3.8683  0.2893
H  -3.4553  0.7874  2.5830
H  -2.9711  0.7218  4.9927
H  -0.7126  1.2987  5.8202
H  1.0563  1.9526  4.2151
H  0.5760  2.0338  1.8131
H  -4.3713  1.7235  -1.3826
H  -6.1278  0.1021  -1.9643
H  -5.9739  -2.2352  -1.1582
H  -4.0440  -2.9290  0.2349
H  -2.2919  -1.3096  0.8181
H  -0.6932  3.6426  -1.5225
H  -1.3565  5.9287  -2.1269
H  -3.4259  6.9189  -1.1790
H  -4.8124  5.5915  0.3883
H  -4.1497  3.3020  0.9855
S  0.6140  -2.1938  3.9053
P  1.4853  -2.2755  2.1421
S  0.7970  -1.0882  0.6809
C  1.3870  -3.9675  1.4304
C  0.9676  -5.0500  2.1900
C  0.9055  -6.3203  1.6258
C  1.2641  -6.5109  0.3003
C  1.6800  -5.4269  -0.4665
C  1.7377  -4.1618  0.0938
C  3.2925  -2.0674  2.3129
C  4.0938  -3.1255  2.7358
C  5.4589  -2.9469  2.9004
C  6.0351  -1.7073  2.6469
C  5.2385  -0.6509  2.2305
C  3.8722  -0.8310  2.0667
H  0.6820  -4.8777  3.2213
H  0.5688  -7.1587  2.2249
H  1.2079  -7.4992  -0.1414
H  1.9409  -5.5586  -1.5093
H  2.0214  -3.3109  -0.5156
H  3.6515  -4.0953  2.9318
H  6.0766  -3.7785  3.2197
H  7.1037  -1.5702  2.7658
H  5.6727  0.3176  2.0135
H  3.2600  -0.0103  1.7186

* ΔE to the lowest compared entry with this formula, charge and spin: 0.0 kcal/mol
* gap between HOMO and LUMO: 6.81 eV
* charge: -2


Copy entry 4 word for word.
C34H30O6PS6SbSiZr as an isolated structure, computed with ωB97M-V/def2-TZVPD.

Element x y z (Å)
Zr  1.2831  0.7714  -1.4617
O  0.7671  3.7094  -4.4333
C  0.9275  2.4469  -3.9063
O  1.1318  2.4382  -2.5884
C  -0.2934  1.5892  -4.2290
O  -0.1929  0.4173  -3.4188
C  -0.0491  -0.8343  -4.0761
C  0.9996  -1.6804  -3.3608
O  1.2962  -2.7652  -3.8182
O  1.4963  -1.1367  -2.2957
H  1.4562  4.2488  -3.9814
H  -1.1879  2.1354  -3.9216
H  -0.3590  1.3260  -5.2850
H  -1.0034  -1.3669  -4.0568
H  0.2739  -0.6967  -5.1080
S  3.5626  0.9893  -3.1521
Sb  4.3153  3.0156  -1.7219
S  2.9260  1.9656  0.0285
S  2.4658  1.6347  -4.7744
S  3.3266  4.8587  -2.6329
O  -0.5063  1.2782  -0.7157
Si  -1.8210  1.5397  0.1833
C  -1.4864  1.4453  2.0183
C  -2.4697  1.0752  2.9351
C  -2.2003  1.0336  4.2974
C  -0.9347  1.3566  4.7611
C  0.0580  1.7243  3.8622
C  -0.2176  1.7712  2.5048
C  -3.2041  0.3339  -0.2314
C  -4.2961  0.7045  -1.0179
C  -5.2904  -0.2089  -1.3498
C  -5.2042  -1.5175  -0.8979
C  -4.1242  -1.9070  -0.1155
C  -3.1365  -0.9907  0.2162
C  -2.3864  3.2864  -0.2490
C  -1.6122  4.0555  -1.1204
C  -1.9823  5.3535  -1.4551
C  -3.1368  5.9063  -0.9210
C  -3.9150  5.1614  -0.0422
C  -3.5373  3.8683  0.2893
H  -3.4553  0.7874  2.5830
H  -2.9711  0.7218  4.9927
H  -0.7126  1.2987  5.8202
H  1.0563  1.9526  4.2151
H  0.5760  2.0338  1.8131
H  -4.3713  1.7235  -1.3826
H  -6.1278  0.1021  -1.9643
H  -5.9739  -2.2352  -1.1582
H  -4.0440  -2.9290  0.2349
H  -2.2919  -1.3096  0.8181
H  -0.6932  3.6426  -1.5225
H  -1.3565  5.9287  -2.1269
H  -3.4259  6.9189  -1.1790
H  -4.8124  5.5915  0.3883
H  -4.1497  3.3020  0.9855
S  0.6140  -2.1938  3.9053
P  1.4853  -2.2755  2.1421
S  0.7970  -1.0882  0.6809
C  1.3870  -3.9675  1.4304
C  0.9676  -5.0500  2.1900
C  0.9055  -6.3203  1.6258
C  1.2641  -6.5109  0.3003
C  1.6800  -5.4269  -0.4665
C  1.7377  -4.1618  0.0938
C  3.2925  -2.0674  2.3129
C  4.0938  -3.1255  2.7358
C  5.4589  -2.9469  2.9004
C  6.0351  -1.7073  2.6469
C  5.2385  -0.6509  2.2305
C  3.8722  -0.8310  2.0667
H  0.6820  -4.8777  3.2213
H  0.5688  -7.1587  2.2249
H  1.2079  -7.4992  -0.1414
H  1.9409  -5.5586  -1.5093
H  2.0214  -3.3109  -0.5156
H  3.6515  -4.0953  2.9318
H  6.0766  -3.7785  3.2197
H  7.1037  -1.5702  2.7658
H  5.6727  0.3176  2.0135
H  3.2600  -0.0103  1.7186

* ΔE to the lowest compared entry with this formula, charge and spin: 0.0 kcal/mol
* gap between HOMO and LUMO: 6.81 eV
* charge: -2


- Which formula does entry 3 have?
  C26H43N7O6PPt